(1)
{"formula": "C10H16Cl3NO4Sn", "method": "ωB97M-V with the def2-TZVPD basis set", "homo_ev": 0.85, "gap_ev": 4.195, "e_lumo_ev": 5.041, "energy_ev": -63707.2591, "charge": -2, "symbols": ["C", "C", "C", "C", "C", "C", "C", "C", "C", "C", "Sn", "Cl", "Cl", "Cl", "H", "H", "H", "H", "H", "H", "H", "H", "H", "H", "H", "H", "H", "H", "H", "O", "H", "O", "N", "O", "O"], "positions_angstrom": [[-0.68662, 0.88358, -1.24759], [-0.85137, -0.48493, -1.59731], [0.43456, -1.09879, -1.59281], [-2.12672, -1.16978, -1.87448], [1.40315, -0.08959, -1.31766], [0.71201, 1.13454, -1.10087], [1.34185, 2.42323, -0.76969], [-1.78037, 1.84961, -1.04597], [0.69721, -2.52823, -1.82921], [2.86203, -0.29970, -1.25995], [-0.79639, -0.64539, 2.51896], [-1.51630, -2.37362, 1.42477], [-2.89336, 0.43622, 2.90884], [1.54637, -1.04858, 2.10722], [-2.90928, -0.43929, -2.10583], [-2.45318, -1.76247, -1.00736], [-2.01836, -1.85436, -2.72618], [0.00174, -3.14987, -1.24869], [1.71980, -2.78259, -1.53014], [0.57521, -2.78486, -2.89178], [3.10764, -1.16273, -0.62746], [3.36031, 0.58259, -0.84685], [3.27410, -0.48508, -2.26312], [2.30255, 2.25363, -0.27236], [0.70617, 2.99997, -0.09097], [1.52842, 3.01866, -1.67549], [-2.69297, 1.32936, -0.72926], [-2.00472, 2.40019, -1.97202], [-1.51714, 2.56571, -0.25945], [-0.22843, 1.63142, 1.59516], [-0.16730, 2.07853, 2.45978], [-0.09871, -0.51561, 6.46492], [-0.20859, -0.30918, 5.26300], [0.07326, 0.74296, 4.65857], [-0.69659, -1.34556, 4.48131]], "forces_ev_per_angstrom": [[1.36, -0.95, -0.31], [1.43, 0.65, 0.56], [-0.22, 1.55, 0.11], [-0.33, -0.27, 0.05], [-1.66, 0.19, -0.08], [-0.73, -1.46, -0.49], [0.13, 0.42, 0.03], [-0.34, 0.42, 0.00], [0.03, -0.34, -0.09], [0.31, -0.09, -0.01], [2.48, 5.66, -0.77], [-1.11, -2.51, -1.25], [-0.14, -0.21, 0.28], [-0.40, -0.11, 0.44], [-0.08, -0.17, -0.03], [-0.26, -0.08, -0.20], [-0.20, -0.04, -0.02], [0.11, -0.17, -0.08], [-0.06, -0.14, -0.05], [0.05, -0.32, -0.07], [0.19, 0.03, -0.01], [0.12, -0.12, -0.01], [0.26, -0.03, 0.05], [-0.02, 0.21, 0.06], [0.12, 0.03, -0.03], [0.12, 0.24, 0.03], [-0.02, 0.20, 0.00], [-0.21, 0.20, 0.01], [-0.13, -0.06, -0.10], [-0.65, -2.28, 1.87], [-0.07, -0.20, -0.28], [-0.12, 0.31, -1.60], [-0.29, -0.51, -0.68], [-0.46, -1.64, 1.07], [0.78, 1.61, 1.59]]}

(2)
{"formula": "C4H7N3", "method": "ωB97M-V with the def2-TZVPD basis set", "homo_ev": -7.51, "gap_ev": 8.570, "e_lumo_ev": 1.056, "energy_ev": -8726.6847, "symbols": ["C", "C", "C", "C", "H", "H", "H", "H", "H", "H", "H", "N", "N", "N"], "positions_angstrom": [[-0.82578, 0.70284, -0.07688], [-0.71349, -0.04650, -1.06962], [1.07856, -0.21249, 0.17573], [0.23801, 0.69161, 0.72819], [-2.79645, 1.50120, 1.20010], [-2.84853, 1.15456, -0.65522], [-1.47956, -0.64520, -1.84805], [1.16733, -1.15581, -1.55932], [2.62853, -0.38477, 1.59506], [1.64516, -1.77211, 1.41987], [0.04006, 0.81088, 1.87724], [-2.26192, 0.80319, 0.11292], [0.54998, -0.64443, -1.03250], [2.13760, -1.06184, 0.83756]], "forces_ev_per_angstrom": [[-7.37, 3.54, 1.98], [1.05, -7.46, -10.51], [1.94, -2.49, 0.64], [1.31, 0.14, 5.84], [2.63, -2.44, -4.33], [1.01, 0.09, 0.35], [1.97, 2.47, 2.36], [0.75, -1.49, -2.19], [-1.39, -2.14, -2.35], [0.35, 0.75, -0.67], [1.08, 0.23, -2.35], [-3.36, 3.61, 5.65], [0.04, 2.03, 4.08], [0.00, 3.16, 1.51]]}